1.
Below is one molecule with the formula C21H24FN3O4S, with properties calculated with ωB97M-V/def2-TZVPD.

```
54
Properties=species:S:1:pos:R:3:forces:R:3:mulliken_charge:R:1
O -4.19230 -1.95775 -0.85480 -0.1 0.0 -0.2 -0.704
C -3.52670 -1.49030 0.05507 -0.1 0.1 0.3 0.056
N -4.04594 -0.65341 0.98092 0.0 -0.1 0.2 -0.068
C -5.35262 -0.07461 0.77424 -0.2 0.0 -0.4 -0.963
C -5.32526 1.04707 -0.27143 0.2 0.0 0.3 -0.595
C -4.37820 2.19357 0.10442 -0.3 -0.1 0.1 -0.900
N -2.98423 1.91676 -0.14583 -0.1 0.0 -0.1 0.389
C -2.39901 2.05949 -1.46092 0.1 0.1 -0.3 -0.846
C -0.98427 1.49962 -1.28003 0.0 0.1 0.0 -0.214
C -0.70070 1.74027 0.20027 0.1 -0.1 0.0 0.010
C -2.07501 1.70823 0.82806 0.3 0.0 -0.2 0.224
O -2.35536 1.52014 1.99897 -0.1 -0.1 0.6 -0.759
C -2.07168 -1.80008 0.19747 0.3 -0.1 -0.2 0.775
C -1.33879 -1.61535 1.36481 -0.1 0.0 -0.1 -0.177
C 0.02181 -1.86656 1.37623 0.1 -0.1 -0.1 -0.442
C 0.67430 -2.30691 0.23305 -0.2 -0.1 0.1 0.943
C 2.16878 -2.49379 0.20549 -0.1 -0.1 0.3 -1.513
N 2.81371 -1.59837 -0.74278 0.0 0.8 0.0 -0.210
S 2.84471 0.02964 -0.33860 0.5 -0.3 -0.3 1.652
O 2.13987 0.25614 0.88866 0.3 -0.3 0.2 -0.650
O 2.47056 0.77323 -1.50689 0.2 -0.2 -0.2 -0.768
C 4.59502 0.23870 -0.04087 -0.6 0.1 0.0 -0.290
C 5.07132 0.17137 1.25400 0.0 0.0 0.0 -0.194
C 6.43146 0.27947 1.48755 0.2 0.0 -0.2 -0.706
C 7.27500 0.45195 0.40224 -0.2 0.0 0.0 0.404
F 8.59758 0.55414 0.61972 -0.1 0.0 0.0 -0.309
C 6.80551 0.52618 -0.89976 0.0 0.0 0.1 -0.724
C 5.44342 0.41551 -1.11706 0.1 0.1 0.0 -0.349
C -0.06613 -2.52583 -0.92358 0.0 0.0 0.2 -0.462
C -1.42276 -2.27659 -0.93934 -0.1 0.0 0.0 -1.116
H -3.43004 -0.14015 1.59762 0.1 0.0 0.0 0.227
H -5.71261 0.30621 1.73196 0.0 0.0 0.0 0.451
H -6.01742 -0.86848 0.42357 0.0 0.1 0.2 0.375
H -6.33466 1.44624 -0.37800 0.0 0.0 -0.1 0.414
H -5.02588 0.61991 -1.22942 -0.1 0.0 -0.1 0.293
H -4.47169 2.41235 1.17265 0.0 0.1 -0.1 0.373
H -4.65109 3.09042 -0.46355 0.0 0.0 0.1 0.445
H -2.38427 3.11807 -1.75547 0.0 -0.1 0.0 0.362
H -2.97898 1.50334 -2.20127 0.0 0.1 0.0 0.335
H -0.97946 0.42827 -1.48383 0.0 0.0 0.0 -0.085
H -0.25314 1.97381 -1.92965 0.0 0.0 -0.1 0.540
H -0.28192 2.73552 0.36808 0.0 0.0 0.0 0.470
H -0.01971 1.01775 0.64352 -0.1 0.1 0.1 -0.289
H -1.81535 -1.27559 2.27126 0.0 0.1 0.1 0.438
H 0.58796 -1.69795 2.27925 0.1 0.0 0.1 0.328
H 2.43176 -3.51862 -0.07617 0.0 0.1 0.1 0.506
H 2.59779 -2.27162 1.18294 -0.1 -0.2 0.0 0.353
H 2.45761 -1.70005 -1.68170 0.0 0.1 -0.2 0.362
H 4.36816 0.05067 2.06223 0.0 0.0 0.2 0.453
H 6.84129 0.23445 2.48394 0.0 0.0 0.1 0.445
H 7.50021 0.66808 -1.71218 0.1 0.0 -0.1 0.433
H 5.02346 0.47799 -2.10769 0.0 0.0 -0.2 0.430
H 0.42337 -2.89222 -1.81603 0.0 0.0 -0.1 0.393
H -2.00941 -2.44032 -1.83139 -0.1 0.0 0.0 0.455
```
Forces are in eV/Å.

Output
SMILES string: O=C(NCCCN1CCCC1=O)c1ccc(CNS(=O)(=O)c2ccc(F)cc2)cc1
Kohn-Sham gap, eV: 9.5
LUMO level, eV: 0.460

***

2.
Below is C36H47BrN4O2SSi3W as an isolated structure, with properties calculated with ωB97M-V/def2-TZVPD.

```
95
Properties=species:S:1:pos:R:3:forces:R:3:mulliken_charge:R:1
W 10.88023 11.44744 10.60406 -0.5 -0.1 0.2 1.374
C 10.19107 7.91355 13.26294 0.7 0.2 0.0 -0.664
C 8.82680 7.67726 13.21972 0.4 0.9 -0.2 -1.189
C 8.06923 8.58274 12.50707 1.5 -0.2 -0.1 -0.855
C 8.63460 9.63513 11.79304 -1.4 -0.3 1.1 0.945
N 9.91958 9.82131 11.80678 3.6 -1.0 -0.4 0.909
C 10.70843 8.93821 12.49551 -1.1 0.4 0.5 -0.455
C 7.87404 10.75209 11.25108 -0.7 1.1 0.5 -0.300
C 6.58244 11.07325 11.67301 0.8 -0.1 -1.1 -1.177
C 5.95377 12.21064 11.16985 0.2 -0.9 0.8 -1.369
C 6.71614 13.08330 10.45867 1.1 0.0 -1.1 -1.205
C 8.07164 12.79612 10.19485 -1.1 0.7 0.3 0.243
N 8.60794 11.62580 10.53060 0.9 0.2 0.3 1.365
C 9.02560 13.86414 9.83640 -1.5 0.8 -0.6 0.886
C 8.72442 15.11449 9.31777 -2.4 0.4 0.0 -0.724
C 9.65202 16.13721 9.27649 -0.2 -0.1 -0.6 -1.340
C 10.91541 15.85273 9.70053 1.7 -0.4 0.3 -0.937
C 11.19548 14.53918 10.11174 -0.8 2.3 -0.2 -0.202
N 10.25724 13.61547 10.18948 2.4 -2.4 0.4 0.614
H 10.89411 7.40766 13.93101 -0.4 -0.2 -0.4 0.523
H 8.36908 6.89286 13.77605 -0.3 -0.4 0.3 0.535
H 7.05445 8.46468 12.54447 -2.5 -0.2 -0.2 0.668
H 11.75362 9.12386 12.59362 0.3 0.4 -0.4 0.289
H 6.10387 10.40733 12.33819 -0.6 -0.5 0.5 0.621
H 4.92544 12.42647 11.41433 -0.1 0.0 0.0 0.480
H 6.27844 13.96881 10.06082 -0.1 0.7 0.0 0.502
H 7.67951 15.36066 9.02024 0.9 -0.4 0.2 0.458
H 9.42441 17.10565 8.84535 -0.2 -0.1 0.2 0.520
H 11.72602 16.60795 9.68974 -0.7 -0.7 0.0 0.364
H 12.15472 14.29839 10.44948 0.9 -0.2 0.3 0.689
O 15.97676 13.26264 12.22646 0.3 -0.2 0.8 -0.465
C 14.90802 12.47677 12.13024 0.3 0.8 -1.8 0.654
C 14.96634 11.12418 12.37312 -0.1 -0.7 0.5 -1.205
C 13.90235 10.37717 11.96532 -1.6 -0.9 -0.8 -0.598
N 12.84059 10.92303 11.29670 0.9 0.1 0.9 0.924
C 12.77936 12.23657 11.15232 -1.1 -1.3 -0.3 -0.163
Br 10.56231 12.33386 13.06617 -0.2 0.1 -0.4 -0.138
C 13.79445 13.04715 11.49021 1.4 1.6 0.8 -0.153
H 16.71508 12.75146 12.60404 -0.1 0.4 -0.1 0.310
H 15.83685 10.67341 12.84241 -0.2 -0.1 0.0 0.373
H 13.83824 9.30920 12.12533 0.3 -0.1 -0.1 0.292
H 13.92201 14.12838 11.33800 -0.6 -0.4 -0.1 -0.086
C 12.63607 12.92268 8.08011 1.7 0.1 1.6 -1.012
O 11.95092 11.83295 8.73982 0.0 -0.1 -1.1 -0.497
Si 12.10877 10.22652 7.98206 -0.8 1.3 0.9 -0.961
C 11.99958 10.41654 6.16637 0.7 0.1 -0.1 -1.275
C 13.91708 9.84271 8.19365 -0.2 -0.8 1.4 -1.144
C 10.68961 9.67638 9.04314 -0.3 -0.2 0.1 1.098
Si 10.99687 7.76342 9.07937 -0.8 0.2 0.9 -0.130
C 11.46624 7.20640 7.40074 -0.4 -0.8 -0.6 -1.273
C 9.37315 6.86520 9.48350 1.3 0.6 0.7 -0.735
C 12.43862 7.20608 10.15290 0.4 -0.3 -0.3 -1.170
Si 9.04415 9.94310 7.99070 -0.1 -0.5 0.0 0.822
C 7.34525 9.48937 8.80022 0.4 -0.3 0.0 -1.039
C 8.98406 11.71457 7.39197 -0.5 1.3 -0.1 -1.045
C 9.03876 8.89539 6.40507 0.3 0.0 0.5 -1.561
H 13.52809 12.48642 7.55981 -1.1 0.5 -0.1 0.540
H 13.15124 13.52927 8.89321 -0.9 -0.3 -1.2 0.332
H 11.94222 13.49223 7.44420 0.5 -0.2 0.2 0.196
H 12.99420 10.86648 5.99638 -0.4 -0.2 -0.6 0.510
H 11.23793 11.02837 5.72688 -0.4 0.4 -0.1 0.447
H 11.94554 9.44112 5.69062 0.3 0.0 -0.2 0.436
H 14.49934 10.55207 7.62738 0.2 0.0 -0.4 0.617
H 14.07890 8.81238 7.86151 0.3 0.2 -0.3 0.402
H 14.29938 9.87629 9.22635 -0.3 0.0 -0.3 0.237
H 11.82487 6.19216 7.45120 0.5 -0.5 0.5 0.548
H 12.25581 7.76602 6.93826 0.3 0.2 -0.6 0.317
H 10.59740 7.05363 6.75956 0.3 0.5 -0.1 0.412
H 9.62128 5.84561 9.76672 -0.2 -0.2 0.2 0.495
H 8.72815 6.83964 8.62389 -0.4 0.1 -0.2 0.331
H 8.93809 7.41757 10.32877 -0.2 -0.6 -0.3 -0.005
H 13.37452 7.75651 9.97167 -0.3 0.1 0.1 0.259
H 12.68695 6.16861 9.87982 -0.2 0.2 -0.1 0.572
H 12.24810 7.16954 11.21216 -0.1 0.2 0.5 0.397
H 6.66800 10.32101 9.07006 0.5 -0.4 -0.3 0.440
H 7.56652 8.89455 9.68758 -0.2 0.1 0.1 0.078
H 6.79501 8.76808 8.18022 0.2 0.4 -0.2 0.552
H 7.96626 12.19400 7.43170 0.8 -0.6 0.0 0.403
H 9.26423 11.68801 6.34180 -0.1 0.1 -0.2 0.741
H 9.67719 12.44892 7.83991 -0.2 -0.5 -0.1 -0.095
H 8.56115 7.93234 6.51479 -0.2 -0.3 0.3 0.407
H 9.99523 8.69683 5.94435 0.1 0.3 -0.1 0.410
H 8.44751 9.43127 5.69143 -0.5 0.5 -0.5 0.500
S 14.39116 16.74228 10.57333 0.3 -0.6 -0.1 -0.175
C 13.40186 17.96244 11.16159 -0.1 1.5 -0.6 0.091
C 13.50346 19.26920 10.56487 -0.9 -1.1 1.9 -0.323
C 12.74769 20.31202 10.97173 -1.7 0.8 1.4 -0.603
C 11.78539 20.08878 12.00122 0.8 0.0 -0.3 -0.327
C 11.62720 18.81861 12.55798 -0.9 0.6 0.2 -0.614
C 12.44833 17.78871 12.16640 -0.4 -1.0 0.4 0.019
H 14.30552 19.44812 9.97254 2.1 0.3 -2.2 0.496
H 12.85393 21.33325 10.59840 0.2 -0.5 -0.1 0.386
H 11.25447 20.91253 12.46094 -0.2 0.1 -0.4 0.399
H 10.78747 18.69362 13.26695 0.9 -0.2 -0.2 0.373
H 12.36525 16.80044 12.61641 -0.1 0.2 0.0 0.415
```
Forces are in eV/Å.

Output
2S+1: 3
Kohn-Sham gap (spin up / spin down), eV: 6.5 / 6.4
LUMO level (spin up / spin down), eV: -6.113 / -6.580
Charge: +2

***

How do the records compare in electronic energy? In the order shown, they have -48380.9709 -154475.9159 eV.